(1)
8
Properties=species:S:1:pos:R:3 method="wB97M-V/def2-TZVPD" homo_energy_ev=-9.675 e_lumo_ev=0.55 smiles="C=O.N" de_lowest_kcal_mol=14.3 e_tot_ev=-4654.761
C -0.79 1.50 -0.29
O 0.36 1.21 -0.19
H -1.17 2.53 -0.29
H -1.57 0.73 -0.44
N 0.58 -1.69 0.21
H 1.49 -1.84 -0.23
H 0.32 -0.72 0.02
H 0.78 -1.70 1.20

***

(2)
76
Properties=species:S:1:pos:R:3 method="wB97M-V/def2-TZVPD" spin_multiplicity=6 homo_energy_ev="-2.465 / -2.427" e_lumo_ev="3.99 / 3.95" total_charge=-2 de_lowest_kcal_mol=12.7 e_tot_ev=-275200.544
Fe 1.46 -0.67 1.23
S 5.15 -1.41 4.07
As 3.58 -0.08 3.46
S 3.53 0.64 1.44
S 1.57 -0.77 3.78
S 4.40 1.23 4.95
O 2.41 -2.94 1.37
As 0.91 -3.53 0.62
O 0.30 -4.82 1.40
O 0.09 -2.07 0.61
C 1.39 -4.13 -1.18
C 0.85 -5.39 -1.48
C 1.03 -5.97 -2.72
C 1.76 -5.30 -3.69
C 2.32 -4.07 -3.40
C 2.14 -3.48 -2.16
S 2.96 -1.89 -1.89
O 2.97 -1.27 -3.21
O 4.26 -2.22 -1.37
O 2.06 -1.21 -0.97
H 2.60 -3.43 2.19
H 0.29 -5.89 -0.70
H 0.59 -6.94 -2.93
H 1.91 -5.74 -4.67
H 2.88 -3.52 -4.15
C -1.62 3.16 -0.16
N -1.03 1.87 0.18
P 0.07 0.98 -0.78
C -0.86 0.55 -2.28
C -1.36 -0.75 -2.32
C -2.11 -1.17 -3.41
C -2.35 -0.30 -4.47
C -1.84 0.99 -4.44
C -1.09 1.41 -3.35
C 1.32 2.18 -1.31
C 1.63 3.30 -0.53
C 2.74 4.07 -0.84
C 3.55 3.73 -1.91
C 3.26 2.60 -2.67
C 2.15 1.83 -2.37
P -0.77 1.15 1.72
C -1.35 2.35 2.97
C -2.64 2.89 3.02
C -2.99 3.77 4.03
C -2.07 4.09 5.02
C -0.79 3.54 4.99
C -0.43 2.68 3.96
C -2.12 -0.08 1.80
C -3.14 -0.14 0.86
C -4.10 -1.15 0.93
C -4.04 -2.10 1.94
C -3.01 -2.05 2.87
C -2.05 -1.05 2.80
H -1.06 3.61 -0.97
H -1.59 3.84 0.69
H -2.66 3.06 -0.47
H -1.14 -1.42 -1.50
H -2.49 -2.18 -3.44
H -2.93 -0.64 -5.32
H -2.01 1.66 -5.27
H -0.67 2.41 -3.33
H 1.03 3.54 0.33
H 2.99 4.92 -0.22
H 4.43 4.32 -2.14
H 3.92 2.30 -3.48
H 1.98 0.91 -2.93
H -3.37 2.61 2.27
H -3.99 4.18 4.07
H -2.35 4.77 5.82
H -0.08 3.78 5.76
H 0.56 2.24 3.93
H -3.17 0.57 0.05
H -4.89 -1.20 0.19
H -4.77 -2.89 1.99
H -2.92 -2.81 3.63
H -1.22 -1.04 3.50

***

(3)
108
Properties=species:S:1:pos:R:3 method="wB97M-V/def2-TZVPD" homo_energy_ev=-11.161 e_lumo_ev=-3.95 total_charge=+1 e_tot_ev=-117706.825
C 9.00 0.11 1.74
C 7.61 -0.77 1.88
C 7.12 -1.46 0.47
O 6.85 -0.48 -0.62
C 5.51 -0.74 -1.18
N 4.84 -2.07 -1.53
C 3.43 -1.99 -2.08
I 2.16 -3.65 -2.71
C 3.20 -0.36 -2.05
C 1.79 0.39 -2.51
C 1.01 0.90 -1.16
C -0.02 -0.21 -0.50
F 0.74 -1.51 -0.41
F -0.27 0.22 0.89
C -1.35 -0.52 -1.40
F -1.36 0.13 -2.74
F -1.38 -2.00 -1.67
C -2.78 -0.16 -0.68
F -3.85 -0.73 -1.58
F -2.99 -0.87 0.64
C -3.11 1.46 -0.59
F -1.93 2.31 -0.34
F -3.63 1.86 -1.94
C -4.29 1.85 0.49
F -5.39 0.84 0.55
F -4.94 3.11 -0.04
C -3.72 2.26 1.99
F -4.82 2.22 3.02
F -2.63 1.39 2.48
F -3.32 3.71 1.92
N 4.49 0.31 -1.53
C 4.47 1.82 -1.43
C 5.94 2.53 -1.29
N 6.46 2.46 0.16
N 6.96 2.12 -2.32
N 5.70 4.04 -1.52
H 9.08 0.91 2.59
H 8.97 0.60 0.67
H 9.90 -0.67 1.74
H 6.71 -0.12 2.32
H 7.79 -1.62 2.70
H 6.20 -2.15 0.73
H 8.01 -2.15 0.10
H 5.29 -3.01 -1.39
H 2.05 1.36 -3.15
H 1.13 -0.34 -3.18
H 1.83 1.13 -0.33
H 0.40 1.89 -1.33
H 3.80 2.19 -0.55
H 3.96 2.24 -2.43
H 7.42 2.04 0.14
H 5.81 1.78 0.67
H 6.75 1.20 -2.76
H 7.95 2.19 -1.97
H 5.22 4.47 -0.69
H 6.64 4.49 -1.68
O 2.37 0.85 6.72
P 0.83 0.72 6.76
O 0.55 2.34 6.53
C 0.69 2.85 5.22
C -0.56 2.56 4.40
O 0.73 0.74 8.42
C 1.73 0.11 9.21
C 2.67 1.15 9.78
O -0.89 0.58 6.81
C -1.39 -0.74 6.65
C -1.23 -1.56 7.91
H 1.58 2.44 4.74
H 0.82 3.93 5.30
H -0.66 1.48 4.23
H -0.51 3.06 3.43
H -1.46 2.89 4.93
H 2.26 -0.65 8.63
H 1.22 -0.41 10.03
H 3.13 1.76 8.99
H 3.47 0.68 10.36
H 2.13 1.85 10.43
H -0.88 -1.22 5.80
H -2.45 -0.66 6.40
H -0.18 -1.79 8.09
H -1.77 -2.51 7.83
H -1.60 -1.01 8.79
O -4.41 -1.55 -6.98
P -5.73 -2.24 -6.52
O -6.61 -1.71 -7.81
C -6.44 -2.39 -9.05
C -7.24 -3.67 -9.06
O -6.17 -1.01 -5.48
C -5.18 -0.32 -4.73
C -4.91 1.03 -5.37
O -7.19 -3.00 -6.00
C -7.03 -3.99 -5.01
C -6.81 -3.38 -3.64
H -5.38 -2.58 -9.23
H -6.80 -1.72 -9.84
H -6.84 -4.39 -8.34
H -7.21 -4.13 -10.06
H -8.29 -3.49 -8.79
H -4.26 -0.91 -4.64
H -5.57 -0.17 -3.72
H -4.60 0.93 -6.41
H -4.12 1.57 -4.82
H -5.81 1.65 -5.36
H -6.21 -4.66 -5.28
H -7.95 -4.59 -4.99
H -5.82 -2.92 -3.58
H -6.87 -4.15 -2.86
H -7.54 -2.60 -3.43

***

(4)
20
Properties=species:S:1:pos:R:3 method="wB97M-V/def2-TZVPD" homo_energy_ev=-5.728 e_lumo_ev=-1.98 de_lowest_kcal_mol=130.7 e_tot_ev=-9495.151
O 1.67 -2.06 2.00
C 1.46 -2.46 0.62
C 0.18 -1.95 0.12
C -0.03 -0.50 0.09
C -0.45 0.08 -1.31
C -1.05 1.42 -1.30
C -0.73 2.37 -0.33
C -1.29 3.62 -0.27
H 2.32 -2.05 0.08
H 1.53 -3.54 0.48
H -0.68 -2.59 0.03
H -0.71 -0.11 0.85
H 0.92 -0.05 0.42
H -1.14 -0.64 -1.76
H 0.42 0.11 -1.97
H -1.89 1.62 -1.96
H 0.98 -2.49 2.51
H -0.18 2.08 0.55
H -0.97 4.32 0.49
H -1.99 3.95 -1.02